{"formula": "C44H44Cl3EuN5O5PS2", "method": "ωB97M-V with the def2-TZVPD basis set", "e_homo_ev": [-7.497, -9.904], "charge": 1, "multiplicity": 8, "orbital_gap_ev": [4.432, 6.838], "elements": ["Eu", "Cl", "C", "Cl", "H", "H", "O", "C", "O", "C", "C", "Cl", "N", "N", "C", "C", "O", "O", "C", "C", "C", "C", "C", "C", "H", "H", "H", "H", "H", "H", "C", "C", "C", "C", "N", "C", "C", "C", "C", "C", "C", "N", "H", "H", "H", "H", "H", "H", "H", "H", "C", "S", "O", "C", "C", "C", "C", "C", "C", "H", "H", "H", "H", "H", "H", "H", "H", "C", "P", "C", "C", "H", "H", "H", "H", "H", "H", "H", "H", "H", "N", "S", "C", "C", "C", "C", "C", "C", "C", "C", "C", "C", "C", "C", "H", "H", "H", "H", "H", "H", "H", "H", "H", "H", "H"], "xyz": [[-1.411579, -0.775779, 0.386777], [0.854623, 0.599562, 0.671719], [6.708107, 5.433154, -0.976495], [7.805467, 6.261340, 0.285863], [6.098082, 6.299458, -1.387376], [7.248072, 4.903268, -1.712359], [-4.291084, -1.202642, 6.138302], [-3.800915, 0.001468, 6.086926], [-3.701328, 0.627034, 7.182093], [-3.260469, 0.583386, 4.890503], [-2.784719, 1.909118, 4.618001], [-3.014411, 3.366416, 5.497237], [-2.105022, 1.952543, 3.427995], [-2.097437, 0.633023, 2.865921], [-2.641353, -0.137223, 3.770203], [-2.769220, -1.597312, 3.413534], [-3.573042, -2.310965, 4.049328], [-2.045266, -1.921737, 2.422971], [-1.428093, 2.933441, 2.768573], [-1.631042, 3.214658, 1.414425], [-0.885141, 4.168094, 0.717953], [0.097153, 4.904139, 1.440394], [0.422058, 4.535083, 2.708970], [-0.355698, 3.593513, 3.404478], [-4.127281, -1.851170, 5.328031], [-2.388249, 2.605756, 0.956989], [-0.867584, 4.355234, -0.358362], [0.571488, 5.735766, 0.933620], [1.141935, 5.117668, 3.315817], [-0.109690, 3.302669, 4.434440], [-2.689304, -4.902091, -1.658254], [-3.776162, -5.122587, -0.782839], [-4.543325, -4.083939, -0.296706], [-4.070697, -2.756213, -0.579579], [-2.925089, -2.623161, -1.225597], [-2.301370, -3.596105, -1.836627], [-4.791875, -1.591904, -0.010741], [-6.237775, -1.569507, -0.131752], [-6.900238, -0.465472, 0.305432], [-6.175077, 0.652133, 0.710267], [-4.819843, 0.586301, 0.721206], [-4.104025, -0.477583, 0.301798], [-2.160023, -5.824473, -2.020844], [-4.049111, -6.119107, -0.391064], [-5.511536, -4.280067, 0.194181], [-1.538981, -3.352893, -2.599075], [-6.733144, -2.395675, -0.594810], [-7.992665, -0.507320, 0.354656], [-6.710257, 1.556040, 0.934737], [-4.206688, 1.457308, 1.017278], [0.855961, 1.788176, -2.439977], [-0.903214, 1.888575, -2.167593], [-1.520245, 0.600948, -1.642071], [-1.414628, 2.045231, -3.945350], [-2.437720, 1.259080, -4.405099], [-3.032872, 1.553335, -5.670655], [-2.643239, 2.719827, -6.313213], [-1.660682, 3.611756, -5.773587], [-1.037322, 3.212899, -4.587827], [1.267308, 1.379069, -1.522844], [1.278828, 2.753826, -2.775405], [1.055340, 0.985644, -3.195037], [-2.744180, 0.345636, -3.871605], [-3.825709, 0.923187, -6.144575], [-3.111067, 3.073481, -7.265917], [-1.416510, 4.440484, -6.442790], [-0.167168, 3.842694, -4.186143], [4.139230, 5.132611, 0.399603], [5.577810, 4.155336, -0.150359], [6.310669, 3.219545, 1.241171], [5.063695, 2.783570, -1.226956], [3.301200, 4.516934, 0.739922], [3.941574, 5.798929, -0.487082], [4.444486, 5.749012, 1.201849], [5.495793, 2.635235, 1.640180], [6.785218, 3.834782, 2.045611], [7.145793, 2.592468, 0.986235], [4.073866, 2.407084, -0.795484], [5.735067, 1.922311, -1.127281], [4.855034, 3.031557, -2.259297], [0.379909, -2.360604, 0.009686], [0.756695, -3.863411, 0.457835], [2.303145, -3.699664, 1.504422], [2.909430, -2.441057, 1.647496], [4.103685, -2.345143, 2.350661], [4.787905, -3.492386, 2.732170], [4.168542, -4.736619, 2.495377], [2.865152, -4.816752, 1.960766], [1.383844, -4.594455, -1.054657], [1.067682, -5.969826, -1.267509], [1.552729, -6.537059, -2.418575], [2.493704, -5.871595, -3.255698], [2.788251, -4.531005, -2.996937], [2.173013, -3.898806, -1.906663], [1.241091, -1.807790, -0.061735], [2.295389, -1.520409, 1.545037], [4.522243, -1.398896, 2.521870], [5.799629, -3.375665, 3.076585], [4.528549, -5.724752, 2.704693], [2.403740, -5.820494, 1.876057], [0.521973, -6.558256, -0.523280], [1.288481, -7.534138, -2.767246], [3.019490, -6.364396, -4.097681], [3.393218, -3.914335, -3.663044], [2.419067, -2.848333, -1.836162]], "forces_ev_per_angstrom": [[-1.023, -0.106, 0.520], [1.113, 0.868, 0.265], [-1.157, 1.232, 1.988], [-0.977, -1.098, -1.166], [0.656, -1.431, 0.292], [1.006, -0.147, -0.822], [-0.353, -1.147, -0.753], [0.173, 1.090, 5.148], [-0.379, -0.724, -2.950], [3.058, 1.430, -3.330], [-0.566, -0.888, 0.311], [0.031, -0.549, -0.191], [-2.219, -4.165, 0.764], [0.759, 1.947, 0.838], [-1.970, 0.714, 0.742], [0.282, -0.387, -0.725], [0.587, -0.230, -0.721], [-0.767, -0.446, 0.769], [2.759, 2.759, -0.693], [-0.130, -0.121, -0.311], [1.144, 0.352, 1.124], [-0.879, -0.709, -1.608], [-0.415, 0.529, 2.296], [-0.161, -0.652, -0.128], [0.176, 1.573, 0.262], [-0.189, -0.010, -0.595], [-0.884, -0.274, 0.377], [0.252, -0.073, 0.059], [-0.236, -0.492, -0.594], [-0.098, 0.295, -0.469], [-0.316, -1.946, 1.126], [-0.102, -0.657, 0.355], [-0.132, 1.303, -0.797], [-0.093, -2.542, 1.195], [-0.361, 2.774, 0.007], [0.406, -1.159, -1.323], [-1.345, 1.492, -1.651], [2.625, -0.402, 0.573], [-0.781, 0.076, 0.152], [-1.072, -0.196, 0.008], [1.716, 0.522, -0.362], [-0.893, -1.010, 0.701], [-0.391, 1.395, 0.039], [0.279, 0.389, -0.793], [0.855, 0.221, 0.053], [-0.098, 0.096, 0.898], [-0.282, -0.459, 0.114], [0.367, 0.391, -0.267], [0.082, 0.244, 0.390], [-0.503, -0.517, -0.154], [0.651, -1.709, -1.108], [-1.300, 0.153, -0.574], [0.955, 0.957, -1.125], [-0.351, 0.341, 1.597], [-0.849, -1.168, -1.360], [0.038, 0.107, 0.372], [0.090, 1.343, -0.406], [-0.700, -2.084, -0.464], [1.608, 2.015, -0.569], [0.156, 0.513, 0.429], [-0.427, -0.474, 0.364], [-0.175, 0.788, 0.276], [0.178, 0.643, -0.039], [0.881, 0.480, 0.749], [0.323, -0.735, 0.900], [0.280, 0.026, 0.867], [-1.500, -0.904, -0.463], [0.341, -0.415, -1.727], [0.231, 0.061, 0.623], [0.747, 1.623, 0.667], [-1.468, -0.469, 0.754], [0.015, 0.067, -0.400], [-0.400, -0.725, 0.948], [0.457, 0.776, 0.928], [-0.242, -0.267, 0.221], [-0.938, -0.008, -0.607], [0.082, -0.515, -0.798], [1.105, 0.585, -0.385], [0.144, 0.460, -0.211], [0.199, 0.159, -0.206], [0.636, -1.176, 0.504], [0.216, 1.702, 0.078], [-1.531, 1.921, -2.000], [-1.304, 0.503, 1.236], [-0.647, -1.278, -0.817], [-0.571, -1.122, -0.892], [-0.769, 0.427, 0.250], [1.661, -2.090, 0.659], [-0.286, -2.113, 1.457], [0.385, 1.255, 0.137], [1.289, -0.590, -1.597], [-0.103, 0.545, 0.219], [-0.769, -0.431, 0.022], [1.225, 0.507, -1.472], [-0.330, -0.125, -0.186], [0.579, -0.616, -0.563], [0.465, 1.178, 0.305], [0.143, -0.362, 0.411], [0.997, 0.057, 0.477], [0.236, 0.802, -0.082], [-0.094, 0.393, -0.398], [-0.045, 0.000, 0.593], [-0.777, 0.137, 0.613], [0.069, -0.435, 0.191], [-0.365, 0.133, 0.641]]}


{"formula": "C44H44Cl3F2IO28S", "method": "ωB97M-V with the def2-TZVPD basis set", "e_homo_ev": -8.650, "smiles": "C/C(Cl)=C(\\Cl)c1cc(I)c2c(c1C)C(=O)c1c(Cl)cc([C@@H](C)F)c(S(=O)(=O)F)c1C2=O.O=C1OCCO1.O=C1OCCO1.O=C1OCCO1.O=C1OCCO1.O=C1OCCO1.O=C1OCCO1.O=C1OCCO1.O=C1OCCO1", "charge": 0, "multiplicity": 1, "orbital_gap_ev": 7.229, "elements": ["C", "C", "Cl", "C", "Cl", "C", "C", "C", "I", "C", "C", "C", "C", "C", "O", "C", "C", "Cl", "C", "C", "C", "C", "F", "C", "S", "O", "O", "F", "C", "C", "O", "H", "H", "H", "H", "H", "H", "H", "H", "H", "H", "H", "H", "O", "C", "O", "C", "C", "O", "H", "H", "H", "H", "O", "C", "O", "C", "C", "O", "H", "H", "H", "H", "O", "C", "O", "C", "C", "O", "H", "H", "H", "H", "O", "C", "O", "C", "C", "O", "H", "H", "H", "H", "O", "C", "O", "C", "C", "O", "H", "H", "H", "H", "O", "C", "O", "C", "C", "O", "H", "H", "H", "H", "O", "C", "O", "C", "C", "O", "H", "H", "H", "H", "O", "C", "O", "C", "C", "O", "H", "H", "H", "H"], "xyz": [[-0.515045, 5.452139, -3.423113], [-0.470136, 4.116572, -2.585700], [1.124683, 3.272169, -2.397579], [-1.598421, 3.598958, -1.977339], [-3.235165, 4.374508, -2.087132], [-1.534085, 2.288284, -1.097843], [-2.197179, 1.028726, -1.537084], [-2.090905, -0.212384, -0.693266], [-3.024355, -2.047493, -1.295600], [-1.308298, -0.134304, 0.570572], [-0.617147, 1.144625, 1.022618], [-0.736708, 2.396680, 0.181909], [-0.039517, 3.741192, 0.607957], [0.218583, 1.108185, 2.371505], [0.241520, 2.016451, 3.185840], [1.015259, -0.262074, 2.564712], [2.395230, -0.215413, 3.123853], [3.199622, 1.328698, 3.626304], [3.139512, -1.501594, 3.264228], [2.508506, -2.797977, 2.815083], [3.410573, -4.077950, 2.998584], [3.111242, -4.842919, 4.378522], [3.422945, -4.946669, 1.874083], [1.094442, -2.809411, 2.240472], [0.400045, -4.383973, 1.667072], [-1.049091, -4.450447, 1.510046], [1.032084, -4.668341, 0.356677], [0.836220, -5.669548, 2.641117], [0.322771, -1.537768, 2.126316], [-1.131796, -1.344939, 1.587466], [-2.142842, -1.937129, 1.915623], [-0.092678, 6.281974, -2.783062], [0.185889, 5.313259, -4.294578], [-1.567241, 5.727214, -3.735330], [-2.756626, 0.995897, -2.516018], [1.043402, 3.664537, 0.259788], [-0.000299, 3.896908, 1.721689], [-0.523145, 4.660920, 0.160539], [4.192166, -1.491267, 3.671876], [4.485481, -3.713872, 3.108953], [2.012314, -4.919142, 4.605224], [3.676163, -5.811299, 4.453194], [3.549221, -4.164781, 5.176956], [-2.305313, -2.196948, -4.644780], [-1.652811, -3.179334, -4.822765], [-1.739202, -3.973057, -5.926803], [-0.656024, -4.895599, -5.868406], [-0.336305, -4.944634, -4.401575], [-0.726567, -3.653636, -3.947415], [-0.951256, -5.867063, -6.264888], [0.172660, -4.505705, -6.465352], [-0.922889, -5.698834, -3.869641], [0.722057, -5.120354, -4.210092], [-4.500535, -2.427029, -11.461960], [-4.209288, -2.108987, -10.347703], [-4.654216, -0.984401, -9.728734], [-4.274710, -1.081272, -8.355731], [-3.107598, -2.019823, -8.394734], [-3.387607, -2.828187, -9.534351], [-4.009523, -0.101964, -7.956472], [-5.111216, -1.479741, -7.787509], [-2.157070, -1.501613, -8.553871], [-3.032359, -2.627576, -7.494692], [3.459679, -5.522001, 6.762956], [2.643540, -5.287115, 7.604435], [2.766676, -5.627819, 8.912880], [1.710844, -4.980021, 9.618691], [0.681213, -4.756454, 8.551060], [1.467837, -4.642000, 7.369906], [1.341684, -5.607478, 10.429233], [2.088888, -4.043859, 10.038192], [-0.000341, -5.605164, 8.441574], [0.095827, -3.851894, 8.717982], [3.459328, 4.399563, -0.139622], [4.360794, 4.070683, 0.572452], [5.138737, 4.936120, 1.275605], [5.934240, 4.159528, 2.165499], [5.971066, 2.816530, 1.495471], [4.739804, 2.783636, 0.782412], [6.926015, 4.596144, 2.282121], [5.443356, 4.127781, 3.141916], [6.795068, 2.726213, 0.782544], [6.029102, 1.994790, 2.209296], [3.987586, 9.332461, -4.391725], [3.888280, 8.485504, -3.553014], [4.294316, 8.630852, -2.263766], [3.801931, 7.507638, -1.536598], [3.620960, 6.473106, -2.606039], [3.354972, 7.253766, -3.767750], [4.511994, 7.197389, -0.770701], [2.859542, 7.782526, -1.055477], [4.526705, 5.884895, -2.776398], [2.793975, 5.795750, -2.394549], [-5.341558, -2.348953, -5.972978], [-5.443654, -3.203003, -5.144672], [-5.044810, -3.070577, -3.851824], [-5.540181, -4.200381, -3.141594], [-5.715093, -5.226916, -4.223535], [-5.975030, -4.433937, -5.374526], [-4.832663, -4.518449, -2.374688], [-6.484957, -3.930071, -2.662409], [-4.808043, -5.813382, -4.395429], [-6.543470, -5.906836, -4.024679], [-2.259703, 8.874256, -3.574574], [-1.319286, 9.296254, -4.176582], [-1.347036, 10.399242, -4.971197], [-0.000028, 10.702192, -5.320942], [0.693189, 9.380323, -5.164091], [-0.080676, 8.733517, -4.156038], [0.059592, 11.087041, -6.338886], [0.382063, 11.460157, -4.631850], [0.659742, 8.778262, -6.076186], [1.730750, 9.487568, -4.849673], [0.095044, -5.836178, 12.177766], [-1.045565, -5.634935, 11.884497], [-1.595368, -4.398855, 11.743278], [-2.888437, -4.574996, 11.172850], [-3.235490, -5.983600, 11.559243], [-1.960810, -6.611569, 11.649485], [-3.592452, -3.845831, 11.573269], [-2.818062, -4.442662, 10.089701], [-3.727922, -6.041800, 12.533453], [-3.861125, -6.478389, 10.816567]], "forces_ev_per_angstrom": [[0.887, -0.777, 0.616], [-2.225, 0.395, 0.168], [-1.667, 0.983, -0.461], [1.495, -1.254, 0.138], [1.767, -0.730, 0.026], [0.275, -0.743, 0.974], [1.390, -0.066, 2.223], [1.351, 2.667, 1.140], [0.544, 1.251, 0.348], [1.030, 1.740, -0.471], [-1.216, 0.124, -2.231], [-1.241, -2.062, 0.030], [0.369, -0.451, -0.003], [-0.633, -0.310, -0.626], [0.196, -1.670, -1.391], [0.588, -0.640, 0.032], [-1.109, -2.778, -0.574], [-0.962, -1.905, -0.611], [-2.523, -0.079, -1.311], [-0.792, 2.019, -0.352], [0.711, -0.192, 1.056], [0.305, 1.582, -0.736], [-0.392, 1.100, 1.170], [1.666, 2.208, 2.180], [-1.263, -2.748, -5.584], [2.180, 0.673, 2.145], [-0.144, 0.837, 3.354], [-0.519, 2.597, -0.781], [2.720, 0.174, 1.234], [-1.620, 0.932, -1.085], [2.231, 0.465, 0.088], [-0.501, -0.789, -0.709], [-0.905, 0.295, 0.728], [1.357, -0.486, 0.375], [0.717, 0.041, 1.317], [-1.367, 0.341, 0.358], [-0.271, -0.485, -1.165], [0.540, -1.277, 0.303], [-1.434, -0.112, -0.573], [-1.378, -0.318, -0.403], [1.237, -0.251, -0.364], [-0.809, 1.014, -0.369], [-0.569, -0.779, -1.224], [0.383, -0.487, -0.337], [-0.282, 0.732, 0.304], [-0.028, 0.132, 0.425], [0.250, -0.447, -0.528], [0.384, -0.465, 0.364], [-0.307, 0.139, -0.419], [-0.143, 0.170, -0.049], [-0.044, 0.014, 0.048], [0.011, 0.044, -0.024], [-0.096, 0.173, 0.119], [0.147, 0.105, 0.484], [-0.214, -0.060, -0.553], [0.345, -0.459, -0.432], [-0.343, 0.509, 0.532], [0.461, -0.113, 0.593], [-0.336, 0.251, -0.346], [-0.070, 0.006, -0.207], [0.137, 0.042, -0.172], [-0.038, -0.011, -0.047], [-0.049, -0.063, -0.188], [-0.423, -0.220, 1.383], [0.576, -0.307, -0.145], [-0.129, 0.187, -0.722], [-0.087, -0.033, 0.864], [-0.673, 0.158, 0.119], [0.434, -0.181, -0.004], [0.292, 0.023, -0.148], [-0.013, -0.032, -0.057], [0.070, -0.007, -0.023], [0.112, 0.004, -0.198], [0.416, -0.031, 0.254], [-0.428, 0.023, -0.299], [-0.280, -0.311, -0.342], [0.421, 0.217, 0.591], [0.482, -0.563, 0.125], [-0.190, 0.564, -0.067], [-0.154, 0.132, -0.107], [-0.017, -0.007, -0.067], [-0.058, 0.036, 0.011], [-0.194, -0.013, -0.143], [-0.097, -0.314, 0.350], [0.137, 0.278, -0.269], [-0.133, -0.020, -0.645], [-0.035, -0.130, 0.757], [-0.194, -0.909, 0.178], [0.204, 0.698, 0.064], [0.020, 0.180, -0.098], [0.032, -0.009, -0.058], [-0.034, 0.049, -0.005], [0.045, 0.073, -0.183], [-0.173, -0.597, 0.689], [0.148, 0.551, -0.354], [-0.252, -0.209, -0.571], [-0.041, -0.022, 0.679], [-0.073, -0.708, 0.067], [0.163, 0.448, 0.103], [0.041, 0.175, -0.073], [0.037, -0.016, -0.038], [-0.017, 0.053, 0.003], [-0.004, 0.099, -0.199], [0.441, 0.155, -0.264], [-0.575, -0.235, 0.335], [0.012, -0.443, 0.260], [0.242, 0.560, -0.291], [0.772, -0.174, -0.264], [-0.458, 0.284, 0.020], [-0.202, -0.018, 0.086], [-0.019, -0.061, -0.004], [-0.052, 0.026, 0.047], [-0.142, -0.132, 0.045], [-0.607, 0.116, -0.133], [0.503, -0.204, 0.298], [0.232, -0.465, 0.038], [-0.458, 0.509, -0.275], [-0.684, -0.322, 0.010], [0.386, 0.432, 0.015], [0.222, 0.039, 0.045], [0.011, -0.032, 0.045], [0.062, 0.021, -0.034], [0.194, -0.111, 0.056]]}